ORCA calculation (wB97M-V/def2-TZVPD) on a molecular structure, C38H43N3O2S4ScTe.

Geometry (Å):
1 Sc -0.23 0.60 0.07
2 C -1.48 2.69 -3.24
3 C -1.19 1.75 -4.38
4 S 0.24 0.70 -4.02
5 C -0.18 -0.73 -5.05
6 C -1.33 -1.63 -4.57
7 S -1.43 -1.72 -2.76
8 C -2.70 -2.99 -2.56
9 C -4.11 -2.46 -2.63
10 S -4.38 -1.05 -1.54
11 C -4.22 0.30 -2.75
12 C -3.82 1.62 -2.10
13 S -2.08 1.92 -1.72
14 H -2.23 3.41 -3.56
15 H -0.59 3.26 -2.95
16 H -0.98 2.33 -5.28
17 H -2.05 1.12 -4.57
18 H 0.74 -1.31 -5.15
19 H -0.41 -0.36 -6.04
20 H -1.15 -2.64 -4.96
21 H -2.28 -1.29 -4.99
22 H -2.51 -3.42 -1.57
23 H -2.54 -3.79 -3.29
24 H -4.81 -3.25 -2.34
25 H -4.38 -2.18 -3.65
26 H -5.19 0.46 -3.23
27 H -3.50 0.01 -3.51
28 H -4.35 1.76 -1.15
29 H -4.11 2.45 -2.74
30 O 4.96 -4.46 0.11
31 C 4.26 -4.25 -1.09
32 C 3.29 -3.12 -0.89
33 C 2.59 -2.58 -1.97
34 C 1.67 -1.58 -1.75
35 N 1.42 -1.05 -0.54
36 C 2.14 -1.54 0.49
37 C 3.05 -2.57 0.36
38 C 1.90 -0.91 1.81
39 C 2.84 -0.94 2.83
40 C 2.53 -0.38 4.06
41 C 3.54 -0.38 5.18
42 O 4.87 -0.38 4.72
43 C 1.26 0.16 4.22
44 C 0.38 0.19 3.15
45 N 0.70 -0.31 1.95
46 H 5.61 -5.16 -0.02
47 H 3.69 -5.14 -1.39
48 H 4.93 -3.99 -1.92
49 H 2.74 -2.95 -2.98
50 H 1.11 -1.15 -2.57
51 H 3.58 -2.95 1.22
52 H 3.82 -1.37 2.67
53 H 3.42 -1.30 5.76
54 H 3.34 0.46 5.86
55 H 5.08 0.49 4.36
56 H 0.96 0.60 5.16
57 H -0.60 0.65 3.23
58 Te -2.72 0.71 1.38
59 C -3.10 -1.30 1.91
60 C -2.15 -2.30 1.76
61 C -2.44 -3.61 2.12
62 C -3.68 -3.93 2.64
63 C -4.63 -2.94 2.78
64 C -4.35 -1.63 2.42
65 H -1.17 -2.07 1.36
66 H -1.68 -4.37 2.00
67 H -3.91 -4.95 2.92
68 H -5.61 -3.18 3.18
69 H -5.11 -0.87 2.53
70 C 4.81 2.90 0.46
71 C 4.22 1.90 -0.30
72 C 2.84 1.78 -0.35
73 C 2.01 2.63 0.39
74 C 2.61 3.68 1.09
75 C 3.99 3.79 1.13
76 N 0.62 2.43 0.34
77 C -0.16 3.33 1.14
78 C -1.08 4.19 0.55
79 C -1.89 5.00 1.33
80 C -1.78 4.98 2.71
81 C -0.83 4.17 3.31
82 C -0.03 3.35 2.53
83 H 5.88 3.00 0.49
84 H 4.83 1.23 -0.89
85 H 2.41 1.05 -1.03
86 H 2.01 4.40 1.62
87 H 4.43 4.61 1.69
88 H -1.15 4.22 -0.53
89 H -2.61 5.65 0.85
90 H -2.42 5.61 3.31
91 H -0.72 4.16 4.38
92 H 0.73 2.73 3.00

Relative energy (zero: lowest compared OMol25 entry of this formula, charge and spin) ... 65.0 kJ/mol
Charge ... +1
Frontier orbital gap ... 6.07 eV



ORCA calculation (wB97M-V/def2-TZVPD) on a molecular structure, C38H44AgN4P.

Geometry (Å):
1 Ag 1.18 -0.06 0.38
2 C -2.86 0.79 3.71
3 C -2.79 2.29 3.58
4 C -3.71 3.09 4.26
5 C -3.67 4.47 4.18
6 C -2.69 5.08 3.41
7 C -1.77 4.30 2.73
8 C -1.80 2.91 2.80
9 P -0.62 1.81 1.90
10 C 0.42 3.02 0.98
11 C 1.73 3.31 1.33
12 C 2.52 4.14 0.54
13 C 1.99 4.69 -0.61
14 C 0.68 4.41 -0.96
15 C -0.11 3.57 -0.19
16 C -1.52 3.26 -0.63
17 C 0.43 1.30 3.31
18 C 0.77 2.18 4.34
19 C 1.64 1.81 5.35
20 C 2.19 0.53 5.32
21 C 1.84 -0.36 4.32
22 C 0.94 -0.02 3.30
23 C 0.59 -0.99 2.24
24 H -3.79 0.49 4.18
25 H -2.03 0.42 4.31
26 H -2.78 0.31 2.73
27 H -4.47 2.60 4.86
28 H -4.39 5.07 4.73
29 H -2.64 6.16 3.35
30 H -1.00 4.79 2.14
31 H 2.16 2.85 2.22
32 H 3.55 4.33 0.82
33 H 2.60 5.33 -1.24
34 H 0.27 4.84 -1.87
35 H -1.76 3.81 -1.54
36 H -2.26 3.54 0.13
37 H -1.63 2.19 -0.81
38 H 0.34 3.17 4.34
39 H 1.90 2.51 6.13
40 H 2.89 0.22 6.09
41 H 2.26 -1.36 4.32
42 H -0.50 -1.04 2.09
43 H 0.97 -1.99 2.46
44 C -0.26 -1.81 -4.01
45 C -0.17 -1.23 -2.59
46 N -1.00 -0.03 -2.49
47 C -2.37 -0.35 -2.83
48 C -2.46 -0.76 -4.32
49 N -1.05 -0.84 -4.84
50 C -0.39 0.52 -4.80
51 C -0.49 1.03 -3.35
52 H -0.80 -2.76 -4.06
53 H 0.71 -1.93 -4.49
54 H 0.86 -0.96 -2.34
55 H -0.53 -1.95 -1.85
56 H -2.99 0.52 -2.65
57 H -2.71 -1.16 -2.19
58 H -2.98 -0.03 -4.95
59 H -2.90 -1.74 -4.48
60 H -1.07 -1.16 -5.81
61 H -0.92 1.14 -5.53
62 H 0.63 0.38 -5.14
63 H -1.16 1.88 -3.29
64 H 0.49 1.33 -2.98
65 C -2.69 -2.95 3.00
66 N -3.10 -3.60 1.75
67 C -4.40 -4.25 1.71
68 C -2.59 -3.14 0.61
69 N -2.15 -2.74 -0.38
70 H -2.66 -3.71 3.79
71 H -3.39 -2.16 3.29
72 H -1.70 -2.53 2.89
73 H -4.53 -4.79 2.64
74 H -4.43 -4.95 0.88
75 H -5.21 -3.52 1.60
76 C 2.04 0.85 -1.30
77 C 2.79 1.59 -1.91
78 C 3.67 2.46 -2.64
79 C 4.97 2.71 -2.21
80 C 5.80 3.57 -2.91
81 C 5.35 4.21 -4.06
82 C 4.05 3.96 -4.50
83 C 3.23 3.10 -3.80
84 H 5.32 2.22 -1.31
85 H 6.81 3.76 -2.55
86 H 5.99 4.88 -4.60
87 H 3.69 4.46 -5.39
88 H 2.21 2.93 -4.14

Relative energy (zero: lowest compared OMol25 entry of this formula, charge and spin) ... 0.0 kJ/mol
Frontier orbital gap ... 5.28 eV



ORCA calculation (wB97M-V/def2-TZVPD) on a molecular structure, C38H44AsF3N6O2SbV.

Geometry (Å):
1 V -0.15 -0.53 0.79
2 O -3.32 0.71 2.75
3 C -2.55 0.11 2.05
4 N -1.21 0.38 1.91
5 C -0.79 1.58 2.59
6 C 0.70 1.58 2.52
7 C 1.53 2.54 3.09
8 C 2.90 2.38 2.98
9 C 3.40 1.24 2.36
10 C 2.51 0.33 1.82
11 N 1.19 0.52 1.86
12 C -2.90 -1.05 1.18
13 C -4.15 -1.67 1.19
14 C -4.34 -2.76 0.36
15 C -3.29 -3.15 -0.47
16 C -2.09 -2.46 -0.42
17 N -1.89 -1.43 0.40
18 H -1.16 1.59 3.63
19 H -1.22 2.48 2.11
20 H 1.11 3.39 3.60
21 H 3.58 3.12 3.38
22 H 4.46 1.07 2.28
23 H 2.85 -0.58 1.33
24 H -4.91 -1.29 1.85
25 H -5.28 -3.29 0.34
26 H -3.39 -4.00 -1.13
27 H -1.26 -2.73 -1.07
28 F -1.25 0.44 -7.08
29 C -1.15 0.67 -5.78
30 C -0.29 1.66 -5.33
31 C -0.19 1.89 -3.97
32 C -0.93 1.13 -3.07
33 C -1.78 0.14 -3.54
34 C -1.90 -0.10 -4.89
35 Sb -0.99 1.67 -0.98
36 C 0.70 3.01 -1.06
37 C 1.93 2.59 -0.59
38 C 3.04 3.43 -0.67
39 C 2.89 4.68 -1.24
40 F 3.95 5.47 -1.31
41 C 1.67 5.10 -1.76
42 C 0.57 4.27 -1.66
43 C -2.55 3.15 -1.15
44 C -3.59 2.97 -2.05
45 C -4.51 3.98 -2.26
46 C -4.38 5.16 -1.53
47 F -5.26 6.14 -1.73
48 C -3.36 5.34 -0.61
49 C -2.45 4.33 -0.41
50 H 0.27 2.25 -6.04
51 H 0.45 2.68 -3.62
52 H -2.37 -0.45 -2.84
53 H -2.58 -0.84 -5.28
54 H 2.04 1.59 -0.19
55 H 4.00 3.13 -0.29
56 H 1.60 6.06 -2.24
57 H -0.38 4.59 -2.05
58 H -3.68 2.05 -2.62
59 H -5.32 3.88 -2.97
60 H -3.30 6.27 -0.07
61 H -1.64 4.46 0.29
62 C 0.89 -2.41 -3.11
63 As 1.92 -1.45 -1.78
64 C 3.20 -2.68 -0.95
65 C 2.86 0.01 -2.64
66 O 0.87 -0.88 -0.59
67 H 1.54 -2.65 -3.95
68 H 0.07 -1.78 -3.47
69 H 0.49 -3.35 -2.72
70 H 3.98 -2.92 -1.68
71 H 2.70 -3.60 -0.66
72 H 3.68 -2.23 -0.08
73 H 3.46 -0.43 -3.45
74 H 3.52 0.53 -1.94
75 H 2.14 0.71 -3.07
76 C 0.85 -3.66 5.08
77 N 0.62 -2.77 3.96
78 C 0.26 -1.42 4.36
79 C 0.69 -3.14 2.69
80 N 0.33 -2.37 1.66
81 N 1.13 -4.41 2.38
82 C 0.44 -5.23 1.41
83 C 2.35 -5.01 2.90
84 H 0.09 -3.47 5.83
85 H 1.82 -3.48 5.53
86 H 0.77 -4.70 4.78
87 H -0.42 -1.48 5.21
88 H -0.24 -0.91 3.54
89 H 1.15 -0.87 4.67
90 H 0.47 -2.89 0.80
91 H 1.05 -5.44 0.53
92 H -0.51 -4.77 1.12
93 H 0.20 -6.19 1.87
94 H 2.87 -4.33 3.56
95 H 3.01 -5.25 2.06
96 H 2.15 -5.94 3.43

Relative energy (zero: lowest compared OMol25 entry of this formula, charge and spin) ... 40.0 kJ/mol
2S+1 ... 2
Charge ... +3
Frontier orbital gap (alpha / beta) ... 5.98 / 6.38 eV



ORCA calculation (wB97M-V/def2-TZVPD) on a molecular structure, C38H44BN9O2SiSn.

Geometry (Å):
1 Sn 0.23 -0.15 0.86
2 C -1.82 1.47 3.43
3 C -1.84 -0.02 3.39
4 C -2.39 -0.92 4.30
5 C -2.09 -2.17 3.80
6 N -1.42 -2.03 2.65
7 N -1.27 -0.70 2.39
8 B -0.67 -3.13 1.83
9 N 0.85 -2.95 2.11
10 C 1.75 -3.66 2.80
11 C 2.89 -2.89 2.99
12 C 2.61 -1.67 2.39
13 C 3.46 -0.44 2.34
14 N 1.39 -1.72 1.84
15 N -0.91 -2.85 0.31
16 C -1.28 -3.74 -0.61
17 C -1.42 -3.11 -1.83
18 C -1.11 -1.78 -1.60
19 C -1.11 -0.66 -2.58
20 N -0.80 -1.62 -0.29
21 N -1.20 -4.48 2.17
22 C -2.51 -4.86 2.15
23 C -2.56 -6.20 2.40
24 C -1.21 -6.59 2.56
25 C -0.67 -7.96 2.84
26 N -0.40 -5.56 2.41
27 H -2.78 1.86 3.74
28 H -1.56 1.87 2.45
29 H -1.07 1.81 4.15
30 H -2.94 -0.69 5.20
31 H -2.31 -3.15 4.19
32 H 1.51 -4.67 3.10
33 H 3.78 -3.18 3.51
34 H 4.43 -0.65 1.89
35 H 3.65 -0.08 3.35
36 H 2.99 0.36 1.78
37 H -1.43 -4.77 -0.33
38 H -1.72 -3.55 -2.76
39 H -0.60 -0.96 -3.49
40 H -0.62 0.21 -2.17
41 H -2.14 -0.40 -2.84
42 H -3.31 -4.15 1.95
43 H -3.44 -6.82 2.46
44 H -1.31 -8.48 3.54
45 H 0.33 -7.90 3.25
46 H -0.63 -8.55 1.92
47 C 4.06 1.20 -0.73
48 N 3.96 -0.24 -0.97
49 C 5.22 -0.94 -1.23
50 C 2.81 -0.88 -0.94
51 C 2.79 -2.36 -1.17
52 O 1.70 -0.26 -0.78
53 H 4.53 1.68 -1.58
54 H 4.67 1.37 0.16
55 H 3.07 1.61 -0.57
56 H 6.01 -0.21 -1.34
57 H 5.16 -1.53 -2.15
58 H 5.48 -1.60 -0.40
59 H 3.09 -2.59 -2.19
60 H 1.78 -2.73 -1.01
61 H 3.47 -2.88 -0.50
62 O -0.50 1.73 -0.29
63 Si -0.74 2.89 -1.29
64 C -1.52 4.60 -0.20
65 C -0.33 5.25 -0.60
66 C 0.60 5.66 0.34
67 C 0.34 5.47 1.69
68 C -0.85 4.85 2.10
69 C -1.76 4.41 1.18
70 C -2.51 4.12 -1.24
71 C -3.17 2.88 -1.09
72 C -4.05 2.43 -2.06
73 C -4.31 3.22 -3.17
74 C -3.70 4.47 -3.31
75 C -2.81 4.92 -2.36
76 C 0.09 2.98 -2.90
77 C -0.08 3.95 -3.89
78 C 0.65 3.88 -5.06
79 C 1.55 2.84 -5.26
80 C 1.74 1.88 -4.28
81 C 1.01 1.94 -3.10
82 H -0.16 5.47 -1.65
83 H 1.50 6.17 0.02
84 H 1.05 5.82 2.43
85 H -1.06 4.75 3.16
86 H -2.70 3.96 1.49
87 H -3.01 2.29 -0.19
88 H -4.55 1.48 -1.94
89 H -5.01 2.88 -3.92
90 H -3.95 5.10 -4.15
91 H -2.37 5.90 -2.45
92 H -0.78 4.77 -3.77
93 H 0.52 4.64 -5.83
94 H 2.12 2.79 -6.18
95 H 2.44 1.07 -4.44
96 H 1.17 1.19 -2.34

Relative energy (zero: lowest compared OMol25 entry of this formula, charge and spin) ... 17.9 kJ/mol
2S+1 ... 2
Charge ... +3
Frontier orbital gap (alpha / beta) ... 6.37 / 5.59 eV



ORCA calculation (wB97M-V/def2-TZVPD) on a molecular structure, C38H44F5N5O2Rh.

Geometry (Å):
1 Rh 0.06 -0.02 0.16
2 C -0.83 6.15 -1.16
3 C -0.46 5.59 0.22
4 C -0.85 4.16 0.39
5 C -1.94 3.65 1.08
6 C -2.95 4.42 1.87
7 C -2.56 4.54 3.34
8 C -1.85 2.24 1.00
9 C -2.70 1.35 1.67
10 C -2.61 -0.01 1.65
11 C -3.61 -0.91 2.22
12 C -4.81 -0.47 3.00
13 C -5.97 -0.03 2.10
14 C -3.28 -2.16 1.84
15 C -2.06 -2.05 1.04
16 C -1.47 -3.08 0.37
17 C -0.34 -2.99 -0.47
18 N 0.33 -1.82 -0.77
19 C 1.44 -2.19 -1.48
20 C 2.47 -1.32 -1.88
21 C 2.52 0.02 -1.65
22 N 1.58 0.75 -0.97
23 C 1.89 2.06 -1.13
24 C 1.13 3.12 -0.73
25 C -0.12 3.05 -0.09
26 N -0.76 1.88 0.25
27 C 3.14 2.18 -1.88
28 C 3.53 0.93 -2.19
29 C 4.75 0.49 -2.94
30 C 5.87 0.03 -2.01
31 C 3.79 3.48 -2.25
32 C 3.15 4.12 -3.48
33 C 1.44 -3.59 -1.71
34 C 0.31 -4.09 -1.07
35 C -0.15 -5.51 -0.99
36 C -1.25 -5.84 -2.00
37 C 2.46 -4.35 -2.49
38 C 2.27 -4.22 -4.00
39 N -1.66 -0.74 1.01
40 C -3.98 -3.45 2.16
41 C -3.40 -4.13 3.40
42 H -0.52 7.18 -1.28
43 H -1.91 6.10 -1.31
44 H -0.37 5.55 -1.95
45 H -0.95 6.19 0.99
46 H 0.61 5.71 0.38
47 H -3.93 3.95 1.79
48 H -3.07 5.42 1.44
49 H -2.46 3.56 3.80
50 H -3.29 5.12 3.91
51 H -1.59 5.03 3.44
52 H -3.51 1.79 2.23
53 H -4.53 0.34 3.67
54 H -5.15 -1.29 3.64
55 H -5.66 0.80 1.46
56 H -6.83 0.29 2.68
57 H -6.28 -0.85 1.44
58 H -1.89 -4.07 0.50
59 H 3.29 -1.76 -2.44
60 H 1.51 4.12 -0.92
61 H 5.11 1.31 -3.57
62 H 4.49 -0.32 -3.62
63 H 6.16 0.84 -1.34
64 H 6.75 -0.29 -2.57
65 H 5.53 -0.80 -1.38
66 H 4.85 3.31 -2.43
67 H 3.73 4.17 -1.40
68 H 3.22 3.45 -4.34
69 H 3.64 5.06 -3.74
70 H 2.09 4.32 -3.31
71 H -0.50 -5.74 0.02
72 H 0.70 -6.18 -1.16
73 H -2.13 -5.22 -1.82
74 H -1.55 -6.89 -1.95
75 H -0.92 -5.63 -3.02
76 H 2.43 -5.40 -2.20
77 H 3.47 -4.00 -2.22
78 H 1.30 -4.61 -4.30
79 H 3.04 -4.77 -4.55
80 H 2.31 -3.17 -4.31
81 H -3.90 -4.13 1.31
82 H -5.05 -3.26 2.30
83 H -2.34 -4.34 3.26
84 H -3.91 -5.06 3.62
85 H -3.48 -3.47 4.27
86 O 1.97 -4.26 1.77
87 N 2.14 -3.09 1.59
88 O 1.45 -2.14 1.73
89 F 0.43 -0.03 3.25
90 C 0.96 0.75 2.25
91 F 0.56 2.02 2.54
92 C 2.49 0.77 2.52
93 F 2.83 1.68 3.47
94 F 2.96 -0.41 2.96
95 F 3.19 1.09 1.42

Relative energy (zero: lowest compared OMol25 entry of this formula, charge and spin) ... 111.4 kJ/mol
2S+1 ... 5
Charge ... -1
Frontier orbital gap (alpha / beta) ... 4.64 / 5.08 eV



| no. | DFT total energy (eV) |
| --- | --- |
| 1 | -120001.5058 |
| 2 | -59363.8343 |
| 3 | -154348.9072 |
| 4 | -71991.9457 |
| 5 | -68260.8920 |